[1]
{
  "formula": "C2H8O2",
  "method": "ωB97M-V/def2-TZVPD",
  "symbols": ["C", "O", "H", "H", "H", "H", "C", "O", "H", "H", "H", "H"],
  "coordinates": [[11.558401, 26.370616, -37.378873], [10.460030, 26.563257, -38.286289], [12.436073, 26.017420, -37.920715], [11.812336, 27.292191, -36.851404], [11.199030, 25.629939, -36.670412], [10.730160, 27.182750, -38.969948], [7.756667, 23.842614, -37.476616], [9.104294, 24.290540, -37.349988], [7.631069, 22.933733, -36.897197], [7.064569, 24.611616, -37.122446], [7.534271, 23.626206, -38.526992], [9.200065, 25.097671, -37.873237]],
  "atomic_forces_ev_per_a": [[-0.4, 0.1, -0.3], [0.2, 0.2, 0.1], [0.0, -0.2, 0.1], [-0.1, 0.0, 0.0], [0.3, -0.1, 0.0], [-0.1, 0.0, 0.0], [0.4, 0.4, -0.4], [-0.3, -0.2, 0.1], [0.1, 0.0, 0.1], [-0.1, -0.1, 0.1], [-0.1, -0.1, 0.1], [0.2, 0.0, 0.0]],
  "lowdin_charge": [-0.13, -0.14, 0.08, 0.08, 0.07, 0.08, -0.16, -0.14, 0.07, 0.07, 0.07, 0.03],
  "gap_ev": 10.704,
  "de_lowest_kj_mol": 54.9,
  "lumo_ev": 0.8,
  "fmax_ev_per_a": 0.69,
  "smiles": "CO.CO"
}

[2]
{
  "formula": "C2H8O2S",
  "method": "ωB97M-V/def2-TZVPD",
  "symbols": ["C", "O", "C", "S", "H", "H", "H", "H", "H", "H", "O", "H", "H"],
  "coordinates": [[0.000000, 0.000000, 0.000000], [-0.192260, 1.357509, 0.437360], [-1.074740, 2.142779, -0.447610], [-2.685379, 2.424679, 0.357350], [0.415480, -0.113510, -1.015430], [-1.028560, -0.398290, 0.005820], [0.611630, -0.595000, 0.698930], [-0.597660, 3.135089, -0.562320], [-1.141289, 1.683149, -1.452469], [-2.242279, 3.582239, 0.892350], [-1.574359, 5.508988, -1.066659], [-1.085520, 5.082318, -1.806419], [-2.480309, 5.657338, -1.420940]],
  "atomic_forces_ev_per_a": [[-1.4, 0.2, 0.1], [0.3, 0.4, -1.3], [1.4, -0.5, 0.8], [0.5, 0.2, -0.4], [0.0, 0.4, 0.3], [0.4, -0.6, -0.2], [-0.2, 0.7, -0.1], [-0.3, -0.6, 0.1], [-0.3, 0.0, 0.6], [-0.3, -0.3, 0.0], [-0.3, -0.3, -1.1], [-0.6, 0.5, 0.7], [1.0, -0.2, 0.4]],
  "lowdin_charge": [-0.12, -0.28, -0.57, 0.71, 0.08, 0.08, 0.09, 0.06, 0.08, -0.14, -0.10, 0.05, 0.06],
  "gap_ev": 9.826,
  "de_lowest_kj_mol": 59.8,
  "lumo_ev": 0.6,
  "fmax_ev_per_a": 1.69,
  "smiles": "COCS.O"
}

[3]
{
  "formula": "C2H8O3",
  "method": "ωB97M-V/def2-TZVPD",
  "symbols": ["C", "C", "O", "H", "H", "H", "H", "O", "H", "H", "O", "H", "H"],
  "coordinates": [[1.338613, 2.652005, -1.084573], [1.113143, 1.460029, -0.559301], [1.849307, 0.338544, -0.832764], [0.900747, 3.614413, -0.889781], [2.210666, 2.747531, -1.729992], [0.282003, 1.306309, 0.128924], [1.922797, -0.097793, 0.023190], [1.376393, -2.146857, 0.470386], [1.412370, -3.067081, 0.755324], [0.437386, -1.967087, 0.417783], [-4.112822, -1.576084, 1.468812], [-3.962635, -1.054132, 0.703066], [-4.767969, -2.209796, 1.128925]],
  "atomic_forces_ev_per_a": [[1.5, 0.0, -0.7], [-0.7, 0.6, 0.3], [-0.1, 0.7, 0.2], [-0.8, -0.3, 0.4], [-0.1, -0.2, -0.1], [0.1, 0.0, 0.1], [0.2, -0.7, -0.2], [0.1, -0.2, 0.2], [0.2, 0.1, 0.0], [-0.3, 0.1, -0.1], [-0.7, -1.1, 0.5], [0.4, 1.0, -1.0], [0.3, 0.1, 0.5]],
  "lowdin_charge": [0.00, -0.30, -0.02, 0.05, 0.06, 0.11, 0.06, -0.05, 0.05, 0.04, -0.05, 0.01, 0.05],
  "gap_ev": 9.426,
  "de_lowest_kj_mol": 97.0,
  "lumo_ev": 0.4,
  "fmax_ev_per_a": 1.67,
  "smiles": "C=CO.O.O"
}

[4]
{
  "formula": "C2H8OP2",
  "method": "ωB97M-V/def2-TZVPD",
  "symbols": ["C", "C", "O", "P", "P", "H", "H", "H", "H", "H", "H", "H", "H"],
  "coordinates": [[-0.769394, 0.494241, 0.225847], [0.057993, -0.597964, -0.369835], [-0.135079, -1.895111, 0.047057], [-2.620236, 0.176463, -0.026562], [2.946208, 0.414890, -0.103448], [-0.335602, 1.409341, -0.269480], [-0.652439, 0.599712, 1.354425], [0.226810, -0.495233, -1.470158], [-0.469833, -1.893824, 1.012253], [-2.286709, 0.185027, -1.359296], [-2.833410, 1.562847, -0.216121], [3.003552, 0.736299, 1.179326], [3.868138, -0.696688, -0.004009]],
  "atomic_forces_ev_per_a": [[1.3, 0.5, 1.3], [0.2, -0.3, -0.2], [-0.6, 0.7, 1.7], [0.7, 0.8, -0.2], [-0.3, -0.9, -2.7], [-1.0, -0.6, 0.7], [0.3, -0.1, -1.3], [0.0, -0.5, 1.1], [0.8, 0.1, -2.2], [-0.5, -0.6, -1.3], [-0.5, 0.1, 0.4], [0.1, 0.4, 2.4], [-0.6, 0.4, 0.2]],
  "lowdin_charge": [-0.55, -0.38, -0.07, 0.79, 0.59, 0.08, 0.08, 0.10, 0.14, -0.12, -0.11, -0.32, -0.22],
  "gap_ev": [6.704, 8.568],
  "de_lowest_kj_mol": 280.6,
  "lumo_ev": [-0.6, 0.4],
  "fmax_ev_per_a": 2.88
}

[5]
{
  "formula": "C2H8OS2",
  "method": "ωB97M-V/def2-TZVPD",
  "symbols": ["C", "S", "S", "C", "H", "H", "H", "H", "H", "H", "H", "H", "O"],
  "coordinates": [[-0.026564, -1.583103, 1.539517], [-0.371094, -1.936129, -0.264661], [-0.847990, -0.399898, -1.651532], [0.579840, 0.667928, -2.002682], [1.030302, -1.512952, 1.738667], [-0.493986, -0.630358, 1.818855], [-0.436534, -2.491439, 2.013436], [0.239496, 1.666099, -2.146962], [1.306739, 0.606457, -1.171485], [1.072564, 0.186424, -2.903517], [-0.664510, 2.337213, 1.571785], [-1.050148, 1.258396, 0.635464], [-0.338113, 1.831365, 0.823117]],
  "atomic_forces_ev_per_a": [[-0.6, -0.6, -0.3], [1.4, -2.0, 1.9], [-1.7, 2.6, -1.9], [1.1, -2.3, -0.6], [0.4, 0.0, 0.0], [-0.1, -0.5, 0.2], [0.0, 0.7, 0.5], [0.0, 0.7, -0.3], [-0.3, 0.1, -0.2], [-0.3, 1.1, 0.8], [0.1, 0.1, 0.1], [-1.2, -1.5, -1.0], [1.2, 1.4, 0.8]],
  "lowdin_spin": [0.10, 0.36, 0.40, 0.07, 0.01, 0.01, 0.03, 0.01, 0.01, 0.00, 0.00, 0.00, 0.00],
  "gap_ev": [3.240, 6.478],
  "de_lowest_kj_mol": 84.2,
  "s2": 0.75,
  "lumo_ev": [3.6, 3.5],
  "charge": -1,
  "fmax_ev_per_a": 3.65,
  "multiplicity": 2
}

[6]
{
  "formula": "C2H8OS2",
  "method": "ωB97M-V/def2-TZVPD",
  "symbols": ["C", "C", "O", "H", "H", "H", "H", "H", "H", "S", "S", "H", "H"],
  "coordinates": [[-0.021309, -0.177788, -2.839491], [1.029648, 0.689343, -2.122104], [0.557527, 1.946823, -1.727543], [-0.080584, 0.060296, -3.905568], [0.030521, -1.178797, -2.562589], [-1.023729, 0.227499, -2.547173], [1.926646, 0.879244, -2.700737], [1.450761, 0.097513, -1.308618], [-0.084496, 1.770288, -0.890933], [-1.205650, -0.337939, 1.143697], [0.390834, -0.872932, 2.327118], [-1.146997, -0.955349, 0.146062], [1.454682, -0.170698, 1.826440]],
  "atomic_forces_ev_per_a": [[-1.2, 3.4, -0.2], [0.4, -1.0, -0.2], [-2.4, -0.3, 3.3], [0.5, -0.7, -0.1], [0.2, -1.8, 0.0], [0.6, -0.5, 0.3], [-0.1, 0.1, -0.7], [-0.2, 0.1, 0.6], [2.2, 0.7, -2.9], [-0.6, 4.5, 5.9], [0.4, -0.3, -0.3], [0.9, -4.1, -5.6], [-0.7, -0.1, 0.0]],
  "lowdin_charge": [-0.08, -0.36, -0.12, 0.07, 0.04, 0.08, 0.11, 0.09, 0.13, 0.32, 0.25, -0.35, -0.19],
  "gap_ev": 9.958,
  "de_lowest_kj_mol": 169.9,
  "lumo_ev": 0.1,
  "fmax_ev_per_a": 7.46,
  "smiles": "CCO.SS"
}